{
  "formula": "C27H34FN7NiO4PS",
  "method": "ωB97M-V/def2-TZVPD",
  "spin_multiplicity": 3,
  "s_squared": 2.01,
  "relative_energy_kj_mol": 117.91,
  "total_charge": 1,
  "energy_ev": -111056.4181,
  "symbols": ["Ni", "N", "C", "N", "C", "N", "N", "C", "N", "C", "C", "C", "C", "C", "N", "H", "H", "H", "H", "H", "H", "H", "H", "C", "C", "C", "C", "C", "C", "C", "F", "C", "C", "C", "O", "C", "C", "N", "C", "C", "O", "O", "H", "H", "H", "H", "H", "H", "H", "H", "H", "H", "H", "C", "P", "C", "C", "H", "H", "H", "H", "H", "H", "H", "H", "H", "C", "S", "C", "O", "H", "H", "H", "H", "H", "H"],
  "xyz": [[0.828, -0.961, 1.090], [-1.014, -2.201, -1.671], [0.101, -2.878, -1.393], [0.617, -3.670, -2.325], [1.682, -4.367, -1.940], [2.294, -5.128, -2.855], [2.189, -4.400, -0.680], [1.599, -3.569, 0.142], [0.612, -2.727, -0.150], [1.990, -3.592, 1.586], [2.985, -4.425, 2.053], [3.228, -4.463, 3.419], [2.445, -3.691, 4.259], [1.481, -2.872, 3.696], [1.267, -2.798, 2.385], [-1.365, -2.211, -2.611], [-1.407, -1.598, -0.966], [1.976, -5.106, -3.808], [3.098, -5.666, -2.592], [3.536, -5.032, 1.347], [4.006, -5.098, 3.822], [2.572, -3.721, 5.333], [0.854, -2.253, 4.326], [-3.652, 2.036, -4.499], [-2.624, 2.958, -3.853], [-3.180, 4.334, -3.524], [-4.322, 4.225, -2.519], [-3.990, 3.280, -1.380], [-4.754, 3.274, -0.236], [-4.426, 2.433, 0.824], [-5.202, 2.458, 1.917], [-3.341, 1.610, 0.787], [-2.536, 1.601, -0.358], [-1.336, 0.763, -0.399], [-1.107, -0.034, 0.556], [-0.515, 0.908, -1.548], [-0.968, 1.651, -2.606], [-2.106, 2.351, -2.603], [-2.881, 2.409, -1.448], [0.856, 0.297, -1.692], [1.348, 0.220, -2.813], [1.439, -0.048, -0.598], [-4.050, 2.495, -5.407], [-4.484, 1.828, -3.822], [-3.190, 1.084, -4.771], [-1.772, 3.059, -4.520], [-3.516, 4.816, -4.441], [-2.376, 4.943, -3.107], [-5.237, 3.890, -3.013], [-4.538, 5.208, -2.104], [-5.612, 3.933, -0.146], [-3.104, 0.966, 1.622], [-0.374, 1.671, -3.514], [0.233, 2.245, 2.548], [0.512, 0.485, 2.910], [1.801, 0.602, 4.201], [-0.987, 0.028, 3.844], [-0.073, 2.771, 3.454], [-0.536, 2.362, 1.784], [1.161, 2.684, 2.177], [1.359, 0.890, 5.155], [2.525, 1.362, 3.904], [2.339, -0.337, 4.311], [-1.025, 0.554, 4.799], [-1.015, -1.049, 4.022], [-1.867, 0.283, 3.253], [4.386, -1.276, -0.607], [4.306, -0.453, 0.971], [4.180, 1.213, 0.360], [2.970, -0.833, 1.596], [5.281, -0.925, -1.125], [3.478, -1.032, -1.164], [4.462, -2.346, -0.411], [5.102, 1.450, -0.179], [4.083, 1.865, 1.229], [3.307, 1.268, -0.286]]
}